Entry 1:
Molecular formula: C4H6ClF3
Method: DFT, ωB97M-V/def2-TZVPD

```
14
Properties=species:S:1:pos:R:3:lowdin_charge:R:1
C 1.605 0.960 -1.491 0.004
C -1.054 -0.531 1.671 0.078
C 1.836 0.533 -0.033 -0.551
C 1.974 -0.918 0.269 -0.596
F 0.887 1.130 0.760 0.043
F 3.043 1.158 0.413 0.020
F 2.454 -1.261 1.460 0.043
Cl 2.344 -2.123 -0.947 0.712
H 1.559 2.030 -1.508 0.081
H 2.461 0.657 -2.046 0.068
H 0.567 0.512 -1.766 0.133
H -1.064 -0.395 0.606 -0.022
H -0.885 -1.617 2.027 0.028
H -1.520 0.002 2.429 -0.043
```

HOMO energy (alpha / beta) ... -8.845 / -9.151 eV
F_max ... 4.20 eV/A
Orbital gap (alpha / beta) ... 8.19 / 9.37 eV
Relative energy (zero: lowest compared OMol25 entry of this formula, charge and spin) ... 4.001 eV

---

Entry 2:
Molecular formula: C30H44O24
Method: DFT, ωB97M-V/def2-TZVPD

```
98
Properties=species:S:1:pos:R:3:lowdin_charge:R:1
C 4.812 3.122 -2.933 0.011
C 3.760 2.047 -3.313 -0.338
C 2.690 1.805 -2.353 -0.075
O 1.507 1.684 -3.164 0.061
C 1.783 2.188 -4.337 -0.610
O 0.896 2.298 -5.156 0.130
O 3.067 2.454 -4.463 0.124
H 5.308 2.933 -1.981 0.093
H 4.217 4.030 -2.827 0.086
H 5.491 3.454 -3.718 0.087
H 4.186 1.075 -3.564 0.158
H 2.553 2.702 -1.749 0.151
H 2.815 0.825 -1.892 0.151
C -5.094 0.699 -1.234 0.001
C -5.378 1.709 -0.110 -0.281
C -4.906 1.372 1.274 -0.088
O -4.143 2.515 1.623 0.076
C -4.019 3.357 0.590 -0.538
O -3.341 4.399 0.561 0.109
O -4.518 2.769 -0.464 0.082
H -5.414 0.906 -2.255 0.086
H -5.365 -0.348 -1.099 0.088
H -4.030 0.768 -1.460 0.055
H -6.427 1.988 -0.012 0.155
H -4.359 0.446 1.451 0.128
H -5.756 1.373 1.956 0.134
C 1.254 -5.824 -0.362 -0.035
C 2.014 -4.721 -1.026 -0.314
C 1.700 -3.439 -0.323 -0.065
O 3.022 -2.887 -0.321 0.080
C 3.944 -3.760 -0.262 -0.553
O 5.064 -3.539 0.251 0.106
O 3.444 -4.906 -0.829 0.088
H 1.628 -6.115 0.620 0.095
H 1.427 -6.761 -0.891 0.086
H 0.175 -5.714 -0.251 0.095
H 1.776 -4.653 -2.088 0.148
H 1.346 -3.489 0.706 0.132
H 1.098 -2.870 -1.032 0.127
C 2.673 2.552 4.356 -0.011
C 2.132 1.716 5.516 -0.291
C 0.940 0.840 5.279 -0.069
O 1.393 -0.279 6.045 0.044
C 2.720 -0.279 6.229 -0.585
O 3.383 -1.182 6.768 0.102
O 3.227 0.847 5.879 0.130
H 1.937 3.305 4.077 0.081
H 2.866 1.906 3.499 0.085
H 3.658 2.951 4.599 0.089
H 1.813 2.342 6.350 0.157
H 0.871 0.533 4.235 0.122
H -0.045 1.213 5.560 0.153
C 0.633 -2.855 -4.681 -0.009
C 0.354 -1.377 -4.342 -0.310
C -0.758 -0.686 -5.110 -0.045
O -1.641 -0.353 -4.042 0.110
C -1.322 -0.934 -2.916 -0.518
O -2.036 -1.035 -1.903 0.106
O -0.052 -1.414 -2.997 0.044
H 1.653 -3.171 -4.459 0.078
H 0.493 -3.004 -5.752 0.082
H -0.041 -3.538 -4.164 0.091
H 1.298 -0.833 -4.360 0.144
H -1.210 -1.213 -5.951 0.143
H -0.307 0.222 -5.510 0.119
C -0.563 -4.429 5.128 -0.004
C -0.454 -2.900 4.968 -0.264
C 0.316 -2.396 3.695 -0.126
O -0.412 -1.385 3.211 0.091
C -1.626 -1.492 3.617 -0.592
O -2.506 -0.697 3.369 0.145
O -1.699 -2.404 4.571 0.104
H -0.647 -4.913 4.156 0.076
H -1.428 -4.772 5.696 0.088
H 0.366 -4.822 5.542 0.088
H -0.055 -2.354 5.823 0.147
H 0.390 -3.251 3.024 0.123
H 1.300 -1.998 3.945 0.141
O 0.852 2.989 1.840 0.094
C 0.249 2.057 1.281 -0.458
O 0.826 0.879 0.821 0.025
C -0.124 0.151 0.002 -0.107
C -1.457 0.767 0.411 -0.110
O -1.115 1.963 1.140 0.054
H 0.085 0.348 -1.049 0.103
H -0.082 -0.916 0.218 0.120
H -1.937 0.128 1.152 0.109
H -2.081 0.938 -0.466 0.103
O -4.300 3.082 -4.173 0.159
C -3.361 3.405 -3.496 -0.505
O -2.486 2.538 -2.942 0.055
C -1.364 3.313 -2.581 -0.109
C -1.893 4.757 -2.444 -0.171
O -3.133 4.661 -2.958 0.081
H -0.892 2.851 -1.714 0.121
H -0.580 3.278 -3.338 0.104
H -1.173 5.475 -2.839 0.132
H -1.871 4.978 -1.377 0.114
```

SMILES ... C[C@H]1COC(=O)O1.C[C@H]1COC(=O)O1.C[C@H]1COC(=O)O1.C[C@H]1COC(=O)O1.C[C@H]1COC(=O)O1.C[C@H]1COC(=O)O1.O=C1OCCO1.O=C1OCCO1
HOMO energy ... -10.321 eV
F_max ... 5.01 eV/A
Orbital gap ... 10.30 eV
Relative energy (zero: lowest compared OMol25 entry of this formula, charge and spin) ... 3.128 eV

---

Entry 3:
Molecular formula: C21H19Cl2FeN3O3
Method: DFT, ωB97M-V/def2-TZVPD

```
49
Properties=species:S:1:pos:R:3:lowdin_charge:R:1
Fe 0.770 -1.638 -0.770 0.749
C -1.157 -2.565 2.446 -0.002
C 0.077 -3.231 1.854 -0.512
C 0.718 -4.198 2.829 -0.013
O 1.036 -2.210 1.477 -0.067
C -0.343 -3.965 0.565 -0.629
O -0.958 -5.008 0.658 0.068
O -0.027 -3.363 -0.539 -0.191
H -0.916 -2.088 3.402 0.091
H -1.926 -3.318 2.620 0.102
H -1.552 -1.811 1.760 0.082
H 0.864 -3.727 3.806 0.088
H 1.686 -4.528 2.447 0.084
H 0.076 -5.070 2.944 0.094
H 1.076 -1.557 2.183 0.113
N -2.333 8.225 -0.532 0.156
C -2.000 7.126 -0.572 -0.176
C -1.580 5.741 -0.621 -0.227
C -0.749 5.302 -1.647 -0.013
C -0.340 3.980 -1.684 -0.016
C -0.765 3.077 -0.712 -0.180
C -1.601 3.526 0.306 -0.015
C -2.005 4.850 0.358 -0.013
C -0.333 1.651 -0.755 -0.035
C 1.063 1.403 -0.725 -0.248
C 2.074 2.374 -0.562 -0.030
C 3.281 1.704 -0.524 -0.074
C 2.968 0.347 -0.665 -0.173
N 1.651 0.142 -0.786 -0.057
C -1.329 0.699 -0.838 -0.247
C -2.734 0.924 -1.028 -0.016
C -3.301 -0.309 -1.175 -0.054
C -2.235 -1.254 -1.079 -0.127
N -1.075 -0.672 -0.886 -0.001
H -0.428 5.999 -2.410 0.122
H 0.299 3.633 -2.487 0.129
H -1.923 2.831 1.071 0.128
H -2.647 5.199 1.156 0.122
H 1.921 3.438 -0.459 0.110
H 4.267 2.130 -0.413 0.096
H 3.654 -0.489 -0.666 0.075
H -3.231 1.880 -1.076 0.112
H -4.343 -0.538 -1.340 0.098
H -2.292 -2.334 -1.150 0.117
Cl 2.819 -2.948 -1.740 0.627
C 3.466 -4.505 -1.135 -0.936
Cl 2.231 -5.657 -0.703 0.627
H 4.062 -4.284 -0.261 0.032
H 4.062 -4.911 -1.940 0.027
```

HOMO energy (alpha / beta) ... -7.937 / -7.924 eV
F_max ... 0.97 eV/A
Orbital gap (alpha / beta) ... 6.88 / 6.82 eV
Relative energy (zero: lowest compared OMol25 entry of this formula, charge and spin) ... 0.000 eV
2S+1 ... 5

---

Entry 4:
Molecular formula: C22H40Br14F3N2O3
Method: DFT, ωB97M-V/def2-TZVPD

```
84
Properties=species:S:1:pos:R:3:lowdin_charge:R:1
C 1.894 -1.893 -0.687 -0.083
C 0.473 -2.225 -1.160 -0.262
N -0.434 -1.488 -0.290 -0.018
N -1.817 -1.735 -0.437 -0.099
C -2.337 -1.220 -1.667 -0.119
C -2.466 0.319 -1.617 -0.310
C -3.418 0.895 -0.445 -0.034
O -1.841 0.907 -0.609 -0.365
C -2.255 -3.092 -0.084 -0.133
C -2.575 -4.013 -1.296 -0.690
O -3.691 -3.924 -1.801 0.013
O -1.668 -4.792 -1.680 -0.309
C -3.436 -3.099 0.869 -0.572
F -4.559 -2.523 0.417 0.050
F -3.112 -2.364 1.975 0.045
F -3.723 -4.337 1.273 0.160
H 2.631 -2.221 -1.415 0.056
H 1.959 -0.825 -0.493 0.061
H 2.079 -2.458 0.227 0.068
H 0.369 -3.304 -1.110 0.038
H 0.379 -1.833 -2.170 0.106
H -0.177 -1.549 0.683 0.125
H -1.730 -1.429 -2.552 0.128
H -3.369 -1.537 -1.781 0.129
H -2.535 0.830 -2.576 0.132
H -3.765 -0.153 -0.301 0.003
H -3.327 1.026 0.633 0.090
H -1.449 -3.579 0.458 0.102
Br -0.193 2.664 -0.935 0.847
C 1.390 3.789 -1.182 -0.732
C 2.658 3.004 -0.988 -0.691
Br 3.025 2.672 0.898 0.577
H 1.306 4.624 -0.492 -0.048
H 1.330 4.160 -2.202 0.007
H 3.519 3.564 -1.349 0.040
H 2.629 2.034 -1.475 0.045
Br -5.880 -0.281 1.497 0.762
C -6.811 1.420 1.564 -0.681
C -8.156 1.348 0.891 -0.708
Br -7.998 1.356 -1.047 0.604
H -6.152 2.153 1.110 0.050
H -6.934 1.646 2.622 0.052
H -8.751 2.226 1.134 0.051
H -8.707 0.452 1.157 0.045
Br 2.815 -7.997 -0.770 0.564
C 2.531 -6.535 0.495 -0.719
C 1.120 -6.525 1.019 -0.638
Br -0.164 -5.786 -0.332 0.902
H 2.783 -5.620 -0.027 -0.023
H 3.259 -6.709 1.287 0.051
H 1.050 -5.857 1.877 0.049
H 0.772 -7.516 1.302 0.037
Br -1.586 -2.357 4.813 0.627
C -3.464 -2.708 5.148 -0.696
C -3.981 -1.928 6.325 -0.698
Br -3.410 -2.696 8.022 0.580
H -3.566 -3.781 5.277 0.055
H -3.976 -2.403 4.238 0.042
H -5.068 -1.957 6.351 0.055
H -3.645 -0.897 6.321 0.048
Br 2.969 6.149 -3.765 0.646
C 2.613 7.928 -3.067 -0.678
C 2.724 7.985 -1.568 -0.718
Br 1.173 7.217 -0.672 0.685
H 1.631 8.216 -3.428 0.051
H 3.368 8.565 -3.521 0.057
H 2.756 9.020 -1.237 0.026
H 3.590 7.454 -1.187 -0.052
Br 5.198 10.139 0.294 0.622
C 4.627 9.053 1.807 -0.675
C 5.503 7.843 1.985 -0.678
Br 5.100 6.462 0.681 0.679
H 3.587 8.794 1.635 0.048
H 4.701 9.708 2.672 0.057
H 5.318 7.384 2.953 0.061
H 6.559 8.071 1.889 0.049
Br 5.009 -5.002 -1.618 0.642
C 4.427 -5.381 -3.430 -0.681
C 5.569 -5.810 -4.308 -0.698
Br 6.681 -4.305 -4.849 0.586
H 3.928 -4.488 -3.792 0.054
H 3.702 -6.187 -3.330 0.042
H 5.194 -6.235 -5.236 0.056
H 6.225 -6.523 -3.820 0.048
```

Net charge ... -1
HOMO energy ... -5.168 eV
F_max ... 2.16 eV/A
Orbital gap ... 6.57 eV
Relative energy (zero: lowest compared OMol25 entry of this formula, charge and spin) ... 0.000 eV

---

Entry 5:
Molecular formula: C29H59FNO20P
Method: DFT, ωB97M-V/def2-TZVPD

```
111
Properties=species:S:1:pos:R:3:lowdin_charge:R:1
C -3.934 -1.325 5.855 -0.048
C -2.423 -1.172 5.439 -0.336
F -1.995 -2.455 4.997 -0.051
C -2.415 -0.195 4.196 -0.152
C -0.967 0.024 3.651 -0.391
O -0.884 0.704 2.370 -0.097
C -2.044 1.378 2.031 -0.359
O -2.320 2.462 2.469 0.087
P 0.139 0.965 4.872 0.768
N 0.719 0.022 6.017 -0.332
H -4.093 -2.214 6.504 0.085
H -4.535 -1.477 4.919 0.083
H -4.327 -0.380 6.305 0.089
H -1.799 -0.802 6.281 0.126
H -2.860 0.760 4.581 0.126
H -3.090 -0.684 3.445 0.134
H -0.507 -0.994 3.553 0.131
H -2.779 0.970 1.280 0.170
H -0.595 2.074 5.412 0.016
H 1.209 1.519 4.112 0.017
H 1.737 0.079 5.891 -0.046
C -2.200 3.964 -5.197 -0.088
C -2.958 2.861 -4.481 -0.157
O -2.140 2.229 -3.484 0.024
C -1.981 2.911 -2.346 -0.624
O -2.464 3.985 -2.088 0.122
O -1.172 2.206 -1.551 0.012
C -0.839 2.869 -0.328 -0.030
H -1.283 3.581 -5.613 0.071
H -2.803 4.373 -6.014 0.111
H -1.953 4.773 -4.523 0.073
H -3.227 2.085 -5.197 0.133
H -3.885 3.229 -4.039 0.121
H -1.732 3.185 0.204 0.081
H -0.192 3.723 -0.532 0.106
H -0.294 2.163 0.295 0.089
C 0.772 -0.602 -9.884 -0.068
C 1.291 0.707 -9.324 -0.215
O 0.581 1.085 -8.137 0.032
C 0.925 0.424 -7.026 -0.600
O 1.766 -0.433 -6.942 0.126
O 0.154 0.866 -6.027 -0.002
C 0.349 0.175 -4.791 -0.027
H -0.308 -0.551 -10.038 0.081
H 1.256 -0.832 -10.834 0.079
H 0.957 -1.427 -9.196 0.074
H 1.124 1.504 -10.049 0.121
H 2.365 0.665 -9.131 0.125
H 1.399 0.171 -4.498 0.101
H -0.029 -0.845 -4.870 0.102
H -0.221 0.699 -4.027 0.076
C -9.035 -0.238 -1.845 -0.068
C -8.934 0.953 -2.777 -0.213
O -8.381 2.094 -2.108 0.036
C -7.057 2.071 -1.928 -0.602
O -6.308 1.194 -2.282 0.119
O -6.708 3.178 -1.267 0.013
C -5.322 3.233 -0.924 -0.031
H -9.587 0.029 -0.941 0.082
H -9.539 -1.070 -2.337 0.080
H -8.047 -0.575 -1.528 0.073
H -9.933 1.242 -3.105 0.122
H -8.356 0.716 -3.672 0.124
H -4.693 3.085 -1.798 0.065
H -5.099 2.487 -0.159 0.099
H -5.119 4.221 -0.516 0.103
C 5.273 4.649 -3.473 -0.068
C 4.744 4.923 -4.866 -0.216
O 3.513 4.228 -5.102 0.033
C 2.427 4.769 -4.537 -0.599
O 2.401 5.774 -3.871 0.123
O 1.379 3.990 -4.820 0.023
C 0.155 4.400 -4.196 -0.057
H 5.358 3.574 -3.300 0.082
H 6.253 5.109 -3.337 0.079
H 4.601 5.044 -2.710 0.073
H 5.454 4.550 -5.605 0.121
H 4.620 5.993 -5.047 0.124
H -0.067 5.446 -4.412 0.117
H 0.221 4.238 -3.116 0.106
H -0.685 3.760 -4.618 0.015
C -1.036 -5.230 3.081 -0.061
C -0.210 -4.677 4.225 -0.220
O 0.938 -5.500 4.481 0.041
C 1.950 -5.355 3.623 -0.604
O 1.983 -4.604 2.682 0.123
O 2.921 -6.208 3.978 -0.011
C 4.033 -6.224 3.083 -0.051
H -1.298 -6.274 3.266 0.082
H -1.952 -4.650 2.955 0.076
H -0.481 -5.201 2.142 0.074
H -0.805 -4.685 5.137 0.116
H 0.089 -3.644 4.045 0.110
H 4.431 -5.222 2.928 0.094
H 3.738 -6.671 2.132 0.100
H 4.811 -6.840 3.530 0.092
C 5.291 -5.870 6.925 -0.056
C 5.331 -4.659 6.014 -0.214
O 5.860 -3.513 6.695 0.041
C 7.187 -3.495 6.846 -0.602
O 7.957 -4.337 6.460 0.122
O 7.513 -2.389 7.524 0.004
C 8.902 -2.291 7.839 -0.045
H 4.750 -5.639 7.845 0.085
H 4.804 -6.709 6.427 0.076
H 6.296 -6.179 7.215 0.076
H 4.315 -4.400 5.714 0.120
H 5.897 -4.859 5.103 0.117
H 9.519 -2.400 6.947 0.095
H 9.168 -3.043 8.582 0.099
H 9.075 -1.304 8.263 0.092
```

SMILES ... C[C@@H](F)C[C@@H](OC=O)[PH2]=N.CCOC(=O)OC.CCOC(=O)OC.CCOC(=O)OC.CCOC(=O)OC.CCOC(=O)OC.CCOC(=O)OC
HOMO energy ... -8.887 eV
F_max ... 4.81 eV/A
Orbital gap ... 9.27 eV

---

Entry 6:
Molecular formula: C4H5F3O
Method: DFT, ωB97M-V/def2-TZVPD

```
13
Properties=species:S:1:pos:R:3:lowdin_charge:R:1
C 1.422 0.306 -0.369 -0.029
C 0.184 0.340 -0.865 -0.114
C -0.864 -0.305 0.122 -0.338
C -2.292 0.284 -0.055 -0.602
O -0.800 -1.621 0.187 0.053
F -2.440 1.468 0.530 0.139
F -3.152 -0.577 0.568 0.105
F -2.694 0.423 -1.319 0.153
H 2.314 0.748 -0.912 0.090
H 1.472 -0.115 0.619 0.053
H 0.129 0.580 -1.928 0.117
H -0.619 0.410 1.412 0.244
H -1.695 -1.999 0.268 0.129
```

HOMO energy (alpha / beta) ... -6.017 / -10.499 eV
F_max ... 9.65 eV/A
Orbital gap (alpha / beta) ... 6.89 / 7.95 eV
Relative energy (zero: lowest compared OMol25 entry of this formula, charge and spin) ... 2.423 eV
2S+1 ... 3